Entry 1:
ORCA calculation (ωB97M-V/def2-TZVPD) on an isolated molecule of C6H19BIN2OP.

XYZ file:
```
31
Properties=species:S:1:pos:R:3
C -1.55143 -3.68815 1.77901
C -1.71349 -2.50365 0.81564
I -1.80409 -3.25320 -1.20773
C -0.60027 -1.47684 0.93618
P -0.77982 0.20028 -0.08880
C -1.15055 1.84284 -1.05891
N -1.41181 1.53163 -2.46179
B 1.14032 0.27860 -0.50545
O 1.56775 -0.61134 -1.48098
N 2.04525 1.19776 0.07164
C 1.59359 2.03387 1.18493
C 2.95755 1.85083 -0.88964
H -0.51412 -3.75569 2.11043
H -2.17629 -3.54071 2.66128
H -1.79978 -4.64421 1.32426
H -2.67210 -2.02109 1.01059
H -0.55786 -1.16532 1.98937
H 0.34592 -1.98754 0.71682
H -1.72947 -0.44754 -0.93225
H -1.24540 0.82566 1.09315
H -1.96809 2.38362 -0.55874
H -0.26815 2.49481 -1.00989
H -1.93832 0.66368 -2.53029
H -1.98896 2.23734 -2.90127
H 2.14402 -1.30549 -1.13707
H 2.26526 2.88089 1.31366
H 1.61338 1.46887 2.11707
H 0.58678 2.43331 1.03902
H 3.32276 2.77861 -0.45512
H 2.46740 2.07690 -1.83798
H 3.82001 1.22129 -1.10715
```

Values from the calculation:
SMILES	C[C@H](I)C[PH2](CN)B(O)N(C)C
orbital gap	8.22	eV
DFT total energy	-29622.743	eV
E_LUMO	0.596	eV

---

Entry 2:
ORCA calculation (ωB97M-V/def2-TZVPD) on a cluster of 12 separate species, H24O12 in total.

XYZ file:
```
36
Properties=species:S:1:pos:R:3
O 4.50279 -2.29419 -0.67070
H 3.62637 -2.00210 -0.42010
H 4.89860 -2.59485 0.14733
O -3.52057 -1.19099 4.68528
H -4.37914 -1.17175 5.10803
H -3.63129 -0.66522 3.89310
O 1.79808 -1.12706 -4.59944
H 2.74311 -1.27510 -4.56432
H 1.54508 -0.97440 -3.68899
O -2.17729 -0.21635 -4.15734
H -1.29844 -0.54214 -4.35157
H -2.12022 0.72830 -4.30093
O -4.56758 -0.25562 0.43395
H -3.90250 -0.49450 -0.21168
H -4.84691 0.62309 0.17689
O 2.78347 1.66257 4.48732
H 2.61142 0.84410 4.95286
H 2.03252 1.76894 3.90337
O -2.79164 -4.36437 -1.73609
H -2.54416 -5.17201 -2.18631
H -2.35905 -3.67021 -2.23332
O -1.82421 2.88882 3.15675
H -2.10928 3.60336 2.58720
H -2.39911 2.94629 3.91993
O 5.53451 4.66558 -0.34841
H 6.17724 4.78877 -1.04695
H 4.71307 4.48815 -0.80665
O 0.57888 0.09839 -0.12894
H 0.87653 0.89585 -0.56677
H 0.04815 0.41076 0.60386
O 2.23561 3.19723 -2.72556
H 1.56259 3.87420 -2.79626
H 2.15600 2.69412 -3.53597
O -1.80999 -4.35256 2.52511
H -2.11220 -3.52510 2.89957
H -2.03049 -4.29013 1.59575
```

Values from the calculation:
SMILES	O.O.O.O.O.O.O.O.O.O.O.O
orbital gap	10.76	eV
DFT total energy	-24958.860	eV
E_LUMO	-0.288	eV